1.
The following is a quantum chemistry calculation of a cluster of 10 separate species, C21H61IO12S in total, from the Open Molecules 2025 dataset.

Results
- charge = 0
- DFT total energy (Ha) = -2435.36048

Geometry as XYZ:
```
96
Properties=species:S:1:pos:R:3:forces:R:3
C -2.892 -3.580 4.384 0.0482 -0.1800 -0.0656
C -2.719 -2.112 4.044 -0.4055 -0.2041 -0.0881
I -2.240 -1.897 1.960 0.1043 0.0450 0.1141
C -3.936 -1.256 4.351 0.1306 0.0681 -0.0174
O -5.095 -1.583 3.559 0.2101 -0.2398 0.2577
S -6.139 -2.535 4.351 0.1729 0.1912 -0.2256
O -7.218 -1.713 4.834 -0.2465 0.0697 0.1767
O -6.628 -3.176 2.941 0.0419 -0.1198 -0.0769
H -3.773 -4.007 3.906 -0.0875 0.0740 0.0192
H -2.042 -4.167 4.043 0.1323 0.0998 0.0793
H -2.966 -3.703 5.467 -0.1142 -0.0335 0.0224
H -1.904 -1.705 4.642 0.1856 0.1082 -0.2736
H -4.186 -1.348 5.413 0.0477 0.0365 0.0650
H -3.703 -0.216 4.138 -0.1502 0.0733 0.0196
H -7.452 -3.649 3.117 -0.1368 -0.0178 -0.0254
C 2.091 -1.886 -0.244 -0.0394 -0.0408 0.0581
C 0.991 -0.898 -0.589 0.1957 0.0784 0.1495
O 0.519 -0.227 0.577 -0.0910 0.0430 -0.1068
H 1.723 -2.624 0.472 -0.0332 -0.0236 -0.0426
H 2.447 -2.407 -1.137 0.0150 0.0126 0.0031
H 2.936 -1.369 0.214 0.0361 0.0225 -0.0828
H 0.137 -1.413 -1.026 -0.0956 0.0449 0.0507
H 1.360 -0.157 -1.303 0.0785 -0.1613 -0.0905
H 1.273 0.247 0.945 0.1690 0.0411 0.0416
C 5.365 -1.108 -2.873 -0.0445 -0.0304 0.0640
C 4.265 -0.104 -3.170 0.1621 0.0941 0.1288
O 3.815 0.555 -1.995 -0.0311 -0.1183 0.0468
H 5.014 -1.850 -2.155 -0.0199 -0.0168 -0.0220
H 5.687 -1.621 -3.780 0.0115 0.0109 -0.0033
H 6.232 -0.608 -2.434 0.0217 0.0134 -0.0530
H 3.395 -0.606 -3.592 -0.0382 0.0313 0.0023
H 4.618 0.638 -3.896 -0.0439 -0.0542 -0.0811
H 4.565 1.020 -1.608 -0.0038 0.2634 -0.0368
C 5.276 4.887 -2.568 0.0432 -0.1247 -0.0189
C 4.995 4.396 -1.161 0.0262 0.0593 -0.0699
O 5.599 3.123 -0.913 -0.0753 -0.2657 0.0396
H 4.909 4.167 -3.300 -0.0531 0.0154 0.0045
H 4.793 5.847 -2.749 0.0038 0.0098 0.0083
H 6.351 5.007 -2.730 -0.0015 0.0658 0.0121
H 3.926 4.259 -1.007 -0.0102 -0.0674 0.0524
H 5.358 5.118 -0.423 -0.0550 0.0238 0.0142
H 6.550 3.212 -1.025 0.0197 0.0310 -0.0032
C 0.637 2.069 -2.969 -0.1380 0.0555 -0.2726
C -0.495 1.238 -3.540 0.3555 0.1569 -0.2117
O -0.940 1.729 -4.811 -0.2146 -0.0033 0.1189
H 0.328 3.108 -2.855 -0.0307 -0.0009 0.0498
H 0.955 1.698 -1.999 0.0195 0.0517 0.0043
H 1.499 2.054 -3.642 0.0395 -0.0665 0.0523
H -1.364 1.269 -2.890 -0.0513 0.0137 0.0295
H -0.184 0.194 -3.649 -0.0423 -0.0365 0.1164
H -0.192 1.703 -5.414 0.0116 0.0503 -0.0320
C 0.395 5.233 1.305 0.0831 -0.0070 -0.0077
C 0.253 4.533 -0.034 -0.0245 -0.1806 0.1361
O 1.281 3.574 -0.250 0.0978 0.1970 0.0699
H 1.365 5.727 1.373 -0.0054 0.0310 -0.0180
H -0.389 5.978 1.445 -0.0114 -0.0104 0.0034
H 0.333 4.512 2.124 -0.0577 0.0013 0.0007
H 0.330 5.251 -0.850 0.0061 -0.0196 -0.0395
H -0.725 4.044 -0.104 -0.0355 0.0831 -0.0404
H 1.224 2.913 0.449 0.0859 -0.0958 -0.0091
C -4.132 -1.499 -2.823 -0.0554 -0.1122 0.1603
C -2.728 -1.140 -2.387 -0.0442 -0.3785 -0.0851
O -2.204 -2.024 -1.400 -0.0114 0.0827 0.1008
H -4.815 -1.488 -1.973 -0.0117 0.0910 -0.0103
H -4.462 -0.773 -3.564 -0.1515 -0.0832 -0.0453
H -4.183 -2.497 -3.265 0.1055 0.0291 -0.0646
H -2.725 -0.149 -1.939 0.0809 0.0013 0.0880
H -2.067 -1.129 -3.258 0.0372 0.1154 -0.0177
H -2.167 -2.913 -1.765 -0.0612 -0.0067 -0.0214
C 4.326 1.702 3.622 -0.0399 0.0659 -0.0624
C 3.442 0.693 2.914 0.1965 0.0203 -0.0441
O 3.116 1.112 1.589 -0.2279 0.0145 0.0836
H 3.833 2.674 3.662 -0.0228 -0.0066 0.0299
H 4.550 1.379 4.639 0.0080 -0.0137 -0.0062
H 5.269 1.832 3.086 0.0230 -0.0416 0.0285
H 2.495 0.575 3.438 -0.0363 -0.0217 -0.0459
H 3.932 -0.286 2.877 -0.0514 -0.0227 0.0641
H 3.934 1.211 1.092 -0.0394 0.0655 -0.1266
C -5.284 1.780 -4.223 0.0213 0.1251 -0.0147
C -4.962 2.429 -5.557 0.2658 -0.0202 0.0702
O -4.029 3.495 -5.423 -0.1159 0.0035 0.0649
H -5.692 2.512 -3.526 -0.0390 0.0144 -0.0342
H -6.006 0.970 -4.346 0.0104 -0.0146 0.0178
H -4.375 1.372 -3.776 0.0049 -0.0243 -0.0093
H -5.861 2.857 -6.000 0.0202 0.0522 -0.0307
H -4.560 1.685 -6.254 -0.1168 -0.0550 -0.0162
H -3.214 3.131 -5.058 0.0817 -0.0219 -0.0752
C -1.112 -7.574 6.023 -0.0103 0.0903 0.0325
C -0.847 -6.875 4.703 0.1783 -0.0336 0.1061
O -0.177 -5.630 4.881 -0.1116 -0.0174 -0.0104
H -1.708 -6.936 6.676 -0.0340 -0.0084 -0.0178
H -1.644 -8.514 5.871 0.0129 -0.0093 -0.0041
H -0.174 -7.791 6.540 0.0045 -0.0560 -0.0260
H -1.784 -6.646 4.197 0.0112 0.0390 -0.0332
H -0.255 -7.518 4.043 -0.0829 -0.0366 -0.0431
H 0.663 -5.805 5.314 0.0340 0.0264 0.0003
```
Forces are in eV/Å.



2.
The following is a quantum chemistry calculation of a structure of composition C21H61N6O10P2S4V at a distorted geometry, from the Open Molecules 2025 dataset.

Results
- charge = +1
- spin multiplicity = 2
- DFT total energy (Ha) = -5136.81269

Geometry as XYZ:
```
105
Properties=species:S:1:pos:R:3:forces:R:3
O -0.223 -9.042 16.088 -1.2214 2.7055 -0.0580
V -0.255 -7.514 15.774 5.0472 -4.3878 -2.8088
O 1.842 -7.888 12.042 -0.2349 -0.5222 1.3686
C 1.454 -8.221 13.280 1.7517 -1.5134 2.0106
O 2.151 -8.995 13.957 -0.6675 0.6624 -0.8410
O 0.380 -7.687 13.776 -2.3466 1.8397 1.8324
H 2.626 -8.504 12.037 0.2448 0.4824 -1.1341
O -0.166 -11.404 7.591 0.6350 0.1391 0.2890
P -0.029 -12.130 8.869 0.0678 0.1354 0.4859
N -1.246 -13.231 9.155 0.0722 0.7531 0.5458
C -1.175 -14.612 8.682 0.1953 0.5437 -0.7689
C -2.591 -12.685 9.321 -0.6794 -1.3715 0.7100
N -0.071 -11.086 10.220 -1.6413 -0.2630 -1.6222
C -0.289 -11.530 11.562 1.1663 -0.8535 0.7002
C 0.463 -9.762 10.038 0.9704 -0.0497 -0.2821
N 1.427 -12.952 9.034 0.2113 -0.2889 0.1429
C 1.642 -13.867 10.156 0.2183 0.4448 -0.3338
C 2.372 -13.122 7.950 -0.2340 0.1683 -0.9357
H -0.755 -15.221 9.478 -0.1501 -0.4878 -0.3140
H -0.624 -14.681 7.738 0.5841 -0.0444 0.3746
H -2.148 -14.945 8.321 -0.2253 -0.0519 0.6918
H -3.193 -13.486 9.769 0.0262 -0.1187 -0.2178
H -3.088 -12.447 8.380 0.1702 0.5236 0.0097
H -2.682 -11.936 10.106 0.4266 0.5722 -0.5349
H -0.869 -12.454 11.583 -0.1670 0.1468 -0.1020
H 0.686 -11.798 12.012 -0.1121 0.0929 0.2262
H -0.726 -10.826 12.276 -0.2923 0.3854 -0.5622
H -0.162 -8.982 10.476 0.1427 -0.0949 0.4235
H 1.495 -9.777 10.414 -0.1198 0.5346 0.4466
H 0.594 -9.467 8.995 -0.4376 -0.5073 -0.1763
H 1.000 -13.552 10.968 -0.0987 -0.4720 0.1871
H 1.503 -14.916 9.878 -0.3012 -0.0103 0.0660
H 2.675 -13.792 10.501 0.0143 0.1500 0.0211
H 2.101 -13.964 7.303 0.0322 0.0204 -0.1009
H 3.405 -13.303 8.259 -0.1709 -0.0128 0.6328
H 2.416 -12.217 7.342 -0.2592 -0.0942 -0.1086
O 0.634 -1.606 9.254 -0.4835 0.4313 -0.3993
P 1.686 -2.615 9.158 1.4220 -0.8698 -0.8110
N 1.564 -3.845 10.291 0.0722 -1.2050 -0.1283
C 1.238 -3.427 11.651 0.6017 1.6107 -0.4083
C 0.849 -5.069 9.955 -0.3099 -1.0886 -0.1662
N 3.201 -1.947 9.381 0.2439 -0.0967 1.1671
C 3.479 -0.548 9.026 -1.9464 -0.5409 0.0418
C 4.383 -2.714 9.749 -0.1780 -0.6245 -0.6416
N 1.759 -3.469 7.687 -1.3216 0.9852 0.9004
C 1.024 -2.885 6.575 -0.1033 0.2076 -0.5152
C 2.784 -4.426 7.368 0.1567 0.2281 0.0913
H 0.329 -2.814 11.674 -0.1842 -0.2930 0.0731
H 2.042 -2.742 11.948 -0.0798 -0.1109 0.3257
H 1.179 -4.244 12.358 -0.0096 -0.2784 -0.2288
H -0.230 -4.939 9.822 -0.0363 0.1421 0.1552
H 1.023 -5.824 10.728 -0.2225 0.3643 0.4170
H 1.176 -5.654 9.089 0.2913 0.8617 -0.3353
H 3.689 -0.486 7.957 0.8477 0.3637 0.1347
H 2.538 -0.006 9.152 0.0559 0.0372 -0.0051
H 4.162 -0.109 9.746 0.5317 -0.0323 -0.4246
H 5.016 -2.169 10.448 -0.0280 0.0747 0.0349
H 4.112 -3.677 10.185 -0.1962 0.2034 0.2642
H 4.971 -2.995 8.867 0.2421 0.3230 -0.0235
H 0.168 -3.478 6.241 0.1652 -0.3186 0.0326
H 0.606 -1.907 6.811 0.1608 -0.0520 0.3211
H 1.693 -2.730 5.723 0.0176 -0.1046 -0.0414
H 3.591 -3.961 6.787 0.0954 -0.0935 0.0605
H 2.392 -5.259 6.775 -0.1274 0.0034 0.0537
H 3.184 -4.823 8.301 0.1242 0.0327 -0.1681
C 3.523 -7.230 9.553 0.5344 -0.2071 -1.0424
S 4.824 -8.408 10.040 0.2169 1.1479 -0.9076
O 4.436 -9.011 11.347 -0.7332 -0.6296 0.1401
C 4.694 -9.579 8.649 -0.1320 -0.7315 0.4534
H 2.623 -7.647 9.098 -0.1341 -0.3849 0.6584
H 3.957 -6.673 8.716 0.2670 0.0846 0.2871
H 3.339 -6.553 10.381 -0.1109 -0.0530 0.0401
H 3.856 -10.267 8.780 -0.1347 0.1757 0.1272
H 5.608 -10.172 8.665 0.0225 0.0503 0.0998
H 4.624 -9.123 7.662 -0.0273 0.4775 0.2369
C 3.062 -4.613 14.190 -0.6327 0.1806 0.8578
S 4.569 -4.372 13.230 0.2704 -0.7590 0.9674
O 5.527 -3.761 14.208 -0.4117 -0.1863 -0.6302
C 4.955 -6.170 13.211 0.4780 0.5340 -0.8639
H 2.406 -5.411 13.848 0.1524 -0.0653 -0.3710
H 2.478 -3.696 14.265 0.1816 0.1316 -0.2552
H 3.369 -4.843 15.215 0.3078 -0.0795 -0.1020
H 5.346 -6.458 14.184 -0.2429 0.0207 0.1223
H 5.752 -6.291 12.474 0.1207 0.0198 0.1416
H 4.130 -6.779 12.845 -0.1541 0.0793 0.2986
C 3.316 -9.153 17.426 0.1902 0.4592 -0.7862
S 3.244 -7.444 16.726 0.9159 -1.5561 1.1567
O 1.796 -7.372 16.299 -2.6730 1.3496 -0.0872
C 3.390 -6.477 18.267 -1.0593 -0.1731 -0.5233
H 2.491 -9.295 18.120 0.0590 0.1765 0.1138
H 4.290 -9.367 17.863 -0.0074 0.3014 0.1740
H 3.199 -9.819 16.571 -0.1381 0.1195 -0.0982
H 3.060 -5.493 17.933 0.3553 0.2055 0.2758
H 4.387 -6.483 18.697 0.1872 0.0107 -0.4041
H 2.680 -6.848 19.007 -0.0229 -0.1248 -0.0869
C 5.003 -12.474 11.705 -0.1789 1.3864 0.2589
S 4.181 -13.283 13.096 0.3814 -0.1833 -0.3955
O 5.112 -14.388 13.466 -0.3830 0.3131 0.2948
C 4.487 -11.926 14.289 0.5028 -0.4682 0.0991
H 4.375 -11.644 11.363 -0.1477 -0.1874 -0.0835
H 5.259 -13.123 10.874 -0.1987 -0.4106 0.2351
H 5.895 -11.979 12.095 0.1919 -0.3298 -0.0472
H 5.577 -11.936 14.355 -0.0143 0.2783 0.0955
H 4.095 -12.237 15.257 -0.1279 -0.1555 -0.1072
H 4.095 -10.942 14.032 -0.0896 -0.1332 -0.3830
```
Forces are in eV/Å.



Among the records above, which one has the highest DFT total energy? C21H61IO12S



Among the records above, which one has the highest charge? C21H61N6O10P2S4V